Entry 1:
The following is a quantum chemistry calculation of a single C4H6S2 molecule at a distorted geometry, from the Open Molecules 2025 dataset.

The calculation puts the energy above the lowest of the compared OMol25 structures with the same formula, charge and spin at 1.617 eV. The strongest force on any atom is 0.07352 hartree/bohr. As for the gap between HOMO and LUMO: 8.5 eV.

Cartesian coordinates (Å):
S: -1.89843 -2.36391 0.05064
C: -0.63641 -1.30295 0.13339
C: -0.01413 -0.38863 -0.72812
C: 1.25958 0.30494 -0.22387
C: -0.04066 1.00807 -0.25223
S: -1.10119 1.55068 1.07754
H: -0.13250 -1.21429 1.13084
H: -0.21622 -0.49429 -1.79112
H: 1.62765 0.01435 0.72300
H: 1.99784 0.51205 -1.01055
H: -0.22206 1.69915 -1.07079
H: -0.62347 0.67483 1.96127

Cartesian forces (eV/Å) of the 2 atoms listed first:
1.3 1.2 -0.5
-1.0 -2.3 2.8

---

Entry 2:
The following is a quantum chemistry calculation of a molecular structure, C17H19Cl2N3Ti at a distorted geometry, from the Open Molecules 2025 dataset.

The calculation puts the energy above the lowest of the compared OMol25 structures with the same formula, charge and spin at 0.000 eV. The strongest force on any atom is 0.07166 hartree/bohr. As for the gap between HOMO and LUMO (alpha / beta): 6.6 / 6.6 eV.

Cartesian coordinates (Å):
Ti: -1.06978 -0.81601 -0.41613
Cl: -1.45846 -1.65293 -2.50128
Cl: 1.00767 -1.93502 -0.32982
C: -1.76255 -1.91813 0.99554
H: -2.59491 -1.82858 1.69980
H: -1.03283 -2.70260 1.30133
C: -2.78036 0.76098 -1.20389
C: -3.11514 0.16593 -0.00359
H: -2.04349 1.58103 -1.23619
C: -4.35346 -0.68397 0.12826
H: -2.59280 0.46468 0.92396
C: -4.64389 -1.41227 -1.19098
H: -4.28151 -1.40263 0.94629
H: -5.21020 -0.01600 0.33215
C: -4.80012 -0.39955 -2.32483
H: -3.81922 -2.09721 -1.42191
H: -5.56098 -2.00735 -1.09875
C: -3.62837 0.60342 -2.44995
H: -4.92389 -0.92782 -3.27595
H: -5.73241 0.16241 -2.16569
H: -2.99730 0.30152 -3.30103
H: -4.05908 1.58008 -2.73025
N: 8.59922 -0.63034 0.26062
C: 7.51027 -0.25615 0.46894
C: 6.16569 0.21014 0.68169
C: 5.46050 0.76021 -0.40205
C: 4.13005 1.17384 -0.23396
C: 3.49831 1.03261 1.01504
C: 4.23056 0.54824 2.10953
C: 5.55248 0.10961 1.93880
N: 2.09387 1.20936 1.09280
C: 1.27566 1.09310 2.22994
C: -0.00661 0.94775 1.78738
N: 0.00894 0.89684 0.38884
C: 1.25485 1.23803 0.01746
H: 5.94730 0.83886 -1.38074
H: 3.56860 1.58046 -1.08241
H: 3.73114 0.46461 3.07666
H: 6.09912 -0.33020 2.77619
H: 1.66724 1.07427 3.23099
H: -0.93167 0.84811 2.33849
H: 1.59755 1.37068 -0.99131

Cartesian forces (eV/Å) of the 2 atoms listed first:
1.7 -3.0 1.2
0.0 -0.1 -0.4

---

Entry 3:
The following is a quantum chemistry calculation of a single C3H8N2O2 molecule at a distorted geometry, from the Open Molecules 2025 dataset.

The calculation puts the energy above the lowest of the compared OMol25 structures with the same formula, charge and spin at 4.466 eV. The strongest force on any atom is 0.15618 hartree/bohr. As for the gap between HOMO and LUMO: 10.1 eV.

Cartesian coordinates (Å):
C: 0.77526 1.34187 -0.70523
N: 0.04083 0.84732 0.44348
C: 0.91802 0.26867 1.44171
N: -1.21441 -0.29629 0.08440
C: -0.65447 -1.13640 -0.70813
O: 0.32393 -1.71162 -1.00973
O: -2.27610 -1.79096 -0.94470
H: 0.07744 1.69498 -1.46518
H: 1.37901 2.19463 -0.37838
H: 1.45330 0.60140 -1.15162
H: 0.32241 -0.11192 2.27055
H: 1.56753 -0.52599 1.04905
H: 1.55453 1.06518 1.84011
H: -2.02064 0.26939 -0.12195
H: -2.24666 -2.71025 -0.64438

Cartesian forces (eV/Å) of the 2 atoms listed first:
-0.3 -0.4 -0.5
-2.3 -0.8 0.4

---

Entry 4:
The following is a quantum chemistry calculation of a single C5H7FS2 molecule at a distorted geometry, from the Open Molecules 2025 dataset.

The calculation puts the energy above the lowest of the compared OMol25 structures with the same formula, charge and spin at 0.915 eV. The strongest force on any atom is 0.04125 hartree/bohr. As for the gap between HOMO and LUMO: 8.5 eV.

Cartesian coordinates (Å):
C: 2.87180 1.41970 -0.21224
C: 1.75591 0.43573 0.16794
C: 0.51100 0.86340 0.27043
S: -0.86442 -0.23226 0.70468
C: -2.11964 0.38270 -0.33619
S: -3.62548 -0.18391 -0.34775
C: 2.14633 -0.97702 0.25017
F: 3.22919 -1.23844 -0.65790
H: 2.58240 2.46606 -0.31613
H: 3.27803 1.14385 -1.20666
H: 3.62541 1.33231 0.58140
H: 0.25464 1.92266 0.24958
H: -1.81650 1.13220 -1.04435
H: 1.34268 -1.59915 -0.15018
H: 2.51660 -1.34033 1.25602

Cartesian forces (eV/Å) of the 2 atoms listed first:
0.0 -0.6 0.0
0.8 1.7 -0.9

---

Entry 5:
The following is a quantum chemistry calculation of a gas-phase ion, C6H5N4 (charge +1) at a distorted geometry, from the Open Molecules 2025 dataset.

The calculation puts the energy above the lowest of the compared OMol25 structures with the same formula, charge and spin at 0.474 eV. The strongest force on any atom is 0.11728 hartree/bohr. Its charge is +1. As for the gap between HOMO and LUMO: 9.2 eV.

Cartesian coordinates (Å):
C: 2.89585 0.70724 -0.04988
C: 1.53058 0.17902 0.10349
N: 1.12726 -1.12557 0.25621
N: -0.03887 -1.42425 0.18729
C: -1.20690 -1.54325 -0.02459
C: -2.51317 -1.20389 -0.02938
C: -2.80466 0.17435 -0.02215
N: -1.85126 1.08866 -0.18889
C: -0.63989 0.91712 -0.16314
N: 0.57444 1.15684 -0.09095
H: 3.03922 1.80286 0.05686
H: 3.60357 0.19120 0.77071
H: 3.33533 0.46923 -1.09901
H: -3.24192 -1.89603 0.00333
H: -3.80958 0.50646 0.29009

Cartesian forces (eV/Å) of the 2 atoms listed first:
3.7 -1.8 0.8
-2.1 0.0 -0.7

---

Entry 6:
The following is a quantum chemistry calculation of a single C21H22N2O4 molecule at a distorted geometry, from the Open Molecules 2025 dataset.

The calculation puts the energy above the lowest of the compared OMol25 structures with the same formula, charge and spin at 1.241 eV. The strongest force on any atom is 0.02478 hartree/bohr. As for the gap between HOMO and LUMO: 8.9 eV.

Cartesian coordinates (Å):
O: -1.14200 -1.53590 -1.21934
C: -0.85904 -2.00007 -0.13673
N: 0.28130 -2.69281 0.08670
C: 1.32447 -2.79660 -0.91129
C: 2.52557 -1.95672 -0.55502
C: 3.80854 -2.46782 -0.66084
C: 4.93312 -1.70588 -0.34818
C: 4.71710 -0.41997 0.08042
C: 3.42609 0.10100 0.19492
C: 2.31806 -0.64457 -0.11504
O: 3.49581 1.39304 0.64015
C: 4.86983 1.67605 0.79439
O: 5.62592 0.53438 0.45212
C: -1.77158 -1.87171 1.08055
C: -3.11613 -2.54812 0.78888
C: -4.01653 -1.41765 0.30355
O: -5.10162 -1.53581 -0.21753
N: -3.40925 -0.25146 0.60221
C: -3.97016 1.03054 0.26743
C: -3.32528 1.65325 -0.98234
C: -1.95190 2.21037 -0.73239
C: -0.83483 1.66043 -1.35071
C: 0.42611 2.18390 -1.12013
C: 0.59043 3.25562 -0.25947
C: -0.51667 3.81218 0.35854
C: -1.77813 3.29812 0.11680
C: -2.14691 -0.39158 1.28099
H: 0.51349 -2.99600 1.01884
H: 1.61386 -3.84415 -1.03406
H: 0.88006 -2.43910 -1.84623
H: 3.94789 -3.48232 -1.00192
H: 5.92911 -2.10526 -0.43595
H: 1.32695 -0.23009 -0.03472
H: 5.07400 1.95322 1.84102
H: 5.15036 2.51475 0.13680
H: -1.28469 -2.28345 1.96638
H: -3.04690 -3.32393 0.02791
H: -3.55635 -2.98479 1.68698
H: -5.03115 0.85385 0.07038
H: -3.86781 1.70065 1.12723
H: -3.97919 2.45740 -1.32865
H: -3.27957 0.88795 -1.75793
H: -0.95546 0.80730 -2.00186
H: 1.28535 1.75495 -1.61460
H: 1.57701 3.65200 -0.07154
H: -0.39812 4.65438 1.02528
H: -2.63989 3.74958 0.58909
H: -1.40254 0.28343 0.85058
H: -2.25875 -0.15261 2.34833

Cartesian forces (eV/Å) of the 2 atoms listed first:
-0.3 0.3 -0.4
-0.1 -0.3 0.8